# 1
{
  "formula": "C44H53BN8O4ReS4",
  "method": "the ωB97M-V functional and the def2-TZVPD basis",
  "homo_ev": [-12.585, -12.586],
  "molar_mass_g_mol": 1083.247,
  "de_lowest_kj_mol": 164.1,
  "largest_force_ev_per_a": 0.7,
  "multiplicity": 2,
  "charge": 2,
  "total_energy_ev": -112736.626,
  "symbols": ["Re", "C", "C", "C", "C", "N", "N", "B", "N", "N", "C", "C", "C", "C", "C", "S", "C", "C", "C", "C", "N", "N", "C", "C", "C", "C", "C", "S", "C", "C", "C", "C", "C", "S", "C", "C", "C", "C", "H", "H", "H", "H", "H", "H", "H", "H", "H", "H", "H", "H", "H", "H", "H", "H", "H", "H", "H", "H", "H", "H", "H", "H", "H", "H", "H", "H", "H", "H", "H", "H", "H", "H", "H", "H", "H", "H", "H", "O", "S", "O", "N", "C", "C", "C", "C", "C", "C", "C", "C", "N", "C", "C", "C", "C", "C", "C", "C", "H", "H", "H", "H", "H", "H", "H", "H", "H", "H", "H", "C", "C", "O", "O", "H", "H", "H"],
  "positions_angstrom": [[0.85310, 0.47812, 0.25707], [-4.62595, 0.28997, 1.77697], [-3.91131, -0.63683, 0.84812], [-3.86171, -1.96545, 1.06301], [-3.17987, -2.83875, 0.15493], [-2.52027, -2.37091, -0.84655], [-2.55077, -1.01273, -1.06780], [-1.71218, -0.64723, -2.22650], [-1.19975, 0.77175, -2.48225], [-2.20398, 0.40689, -3.29215], [-2.88019, 1.25277, -4.01614], [-2.35557, 2.57789, -4.03628], [-1.32379, 2.97048, -3.24054], [-0.81885, 4.37512, -3.21880], [-0.74435, 1.99080, -2.34917], [0.44718, 2.39139, -1.20098], [-4.13058, 0.82069, -4.73831], [-5.21345, 1.88339, -4.49193], [-4.61289, -0.51948, -4.18766], [-3.81489, 0.72472, -6.23689], [-0.84211, -1.75259, -2.83714], [-1.58551, -2.46421, -3.71609], [-1.02566, -3.48523, -4.30700], [0.31605, -3.83404, -4.00935], [1.06984, -3.09274, -3.15494], [2.49506, -3.45699, -2.86870], [0.43139, -1.96896, -2.54695], [1.47103, -0.93886, -1.58784], [-1.79536, -4.24902, -5.37028], [-1.07390, -4.03189, -6.71058], [-3.23167, -3.75581, -5.48798], [-1.80011, -5.74687, -5.02556], [-3.29982, -0.10835, -0.36077], [-3.56176, 1.46325, -0.85344], [-3.26105, -4.34960, 0.30156], [-4.71005, -4.76082, 0.00361], [-2.32489, -5.03220, -0.68650], [-2.88925, -4.78408, 1.72307], [-4.81508, -0.20337, 2.72794], [-5.57971, 0.59917, 1.34565], [-4.04753, 1.19842, 1.93828], [-4.35059, -2.38274, 1.93306], [-2.83821, 3.30607, -4.67302], [-1.34532, 4.99036, -3.94332], [0.24876, 4.39634, -3.44114], [-0.94418, 4.80826, -2.22580], [-5.39676, 2.01839, -3.42552], [-6.13795, 1.54384, -4.95816], [-4.96339, 2.84666, -4.93553], [-4.96046, -0.40670, -3.15856], [-3.83561, -1.28056, -4.20748], [-5.44693, -0.87215, -4.79327], [-3.49488, 1.68272, -6.64872], [-4.71564, 0.41954, -6.76851], [-3.03607, -0.01373, -6.43624], [0.75905, -4.69281, -4.49388], [2.79039, -4.29808, -3.49123], [2.61685, -3.73552, -1.82125], [3.17094, -2.62436, -3.06004], [-1.01203, -2.97125, -6.95844], [-1.62803, -4.53137, -7.50488], [-0.06401, -4.44356, -6.70680], [-3.27448, -2.71673, -5.81504], [-3.77113, -3.83788, -4.54294], [-3.74719, -4.36207, -6.23114], [-0.79816, -6.17120, -4.97102], [-2.33372, -6.28721, -5.80704], [-2.30570, -5.94052, -4.08206], [-4.99394, -4.47544, -1.01043], [-5.41229, -4.29616, 0.69696], [-4.81726, -5.84144, 0.09737], [-2.57568, -4.75927, -1.71018], [-2.41725, -6.11297, -0.58052], [-1.28382, -4.75387, -0.50898], [-3.57837, -4.40048, 2.47474], [-1.88037, -4.46740, 1.98081], [-2.91626, -5.87173, 1.78908], [-1.40678, 0.90059, 1.40895], [-0.73138, 1.59832, 2.49561], [-0.57891, 0.97038, 3.76760], [0.74540, 1.73543, 1.76571], [1.93485, 2.25011, 2.31164], [2.09375, 2.98388, 3.45121], [3.38507, 3.43735, 3.81155], [4.47361, 3.16598, 3.03182], [4.32414, 2.40593, 1.84311], [5.37958, 2.08730, 0.96364], [5.12490, 1.37029, -0.17373], [3.81806, 0.95035, -0.44584], [2.80500, 1.20768, 0.36798], [3.04812, 1.94764, 1.50529], [-1.42155, 3.17819, 2.70893], [-1.53900, 3.67871, 4.00006], [-2.08752, 4.94058, 4.17275], [-2.50930, 5.66886, 3.07029], [-2.39742, 5.14581, 1.78595], [-1.85434, 3.88895, 1.59255], [1.24597, 3.21424, 4.08094], [3.50122, 4.01348, 4.71760], [5.45452, 3.52775, 3.30639], [6.38366, 2.42173, 1.19152], [5.91017, 1.11717, -0.86976], [3.59299, 0.38497, -1.33933], [-1.22099, 3.08503, 4.84478], [-2.19414, 5.34875, 5.16740], [-2.94331, 6.64868, 3.21277], [-2.75061, 5.71751, 0.93959], [-1.78759, 3.44912, 0.60609], [-0.20557, -2.54038, 2.66418], [0.20283, -1.62039, 1.58218], [1.28099, -0.90986, 1.70214], [-0.46699, -1.39422, 0.54951], [0.66272, -3.00207, 3.12865], [-0.89729, -3.28582, 2.28892], [-0.71087, -1.93641, 3.42247]],
  "lowdin_spin": [0.85, 0.00, 0.00, 0.00, 0.00, 0.00, 0.00, 0.00, 0.01, 0.00, 0.00, 0.00, 0.00, 0.00, 0.01, 0.01, 0.00, 0.00, 0.00, 0.00, 0.00, 0.00, 0.00, 0.00, 0.00, 0.00, 0.01, 0.01, 0.00, 0.00, 0.00, 0.00, 0.00, 0.00, 0.00, 0.00, 0.00, 0.00, 0.00, 0.00, 0.00, 0.00, 0.00, 0.00, 0.00, 0.00, 0.00, 0.00, 0.00, 0.00, 0.00, 0.00, 0.00, 0.00, 0.00, 0.00, 0.00, 0.00, 0.00, 0.00, 0.00, 0.00, 0.00, 0.00, 0.00, 0.00, 0.00, 0.00, 0.00, 0.00, 0.00, 0.00, 0.00, 0.00, 0.00, 0.00, 0.00, 0.03, 0.01, 0.00, -0.02, 0.00, -0.01, 0.00, -0.01, 0.00, 0.02, 0.00, 0.02, 0.00, 0.01, 0.00, 0.00, 0.00, 0.00, 0.00, 0.00, 0.00, 0.00, 0.00, 0.00, 0.00, 0.00, 0.00, 0.00, 0.00, 0.00, 0.00, 0.00, 0.01, 0.01, 0.04, 0.00, 0.00, 0.00]
}


# 2
{
  "formula": "C44H53CaN9O3SSeSi2",
  "method": "the ωB97M-V functional and the def2-TZVPD basis",
  "homo_ev": [-2.025, -1.556],
  "molar_mass_g_mol": 963.245,
  "largest_force_ev_per_a": 2.2,
  "charge": -2,
  "total_energy_ev": -176422.090,
  "symbols": ["Ca", "C", "C", "N", "N", "C", "N", "S", "C", "C", "C", "C", "C", "N", "H", "H", "H", "H", "H", "H", "H", "H", "H", "C", "C", "N", "O", "C", "C", "N", "O", "H", "H", "H", "H", "H", "H", "H", "C", "Si", "C", "C", "Se", "H", "H", "H", "H", "H", "H", "H", "H", "H", "O", "Si", "C", "C", "C", "C", "C", "C", "C", "C", "C", "C", "C", "C", "C", "C", "C", "C", "C", "C", "H", "H", "H", "H", "H", "H", "H", "H", "H", "H", "H", "H", "H", "H", "H", "N", "C", "C", "C", "C", "C", "N", "H", "H", "H", "H", "H", "H", "N", "C", "C", "C", "C", "C", "C", "H", "H", "H", "H", "H", "H", "H"],
  "positions_angstrom": [[0.20639, -0.00909, 0.85406], [3.13574, -0.40171, 3.29580], [2.65433, 0.86608, 2.58829], [2.30871, 0.53658, 1.22482], [3.24664, 0.71644, 0.33155], [3.03219, 0.91857, -0.96967], [3.94840, 0.38111, -1.81917], [1.85312, 1.98187, -1.56614], [0.58648, 2.33159, 2.70504], [0.10689, 3.42221, 3.45387], [-0.62620, 4.40063, 2.82151], [-0.88110, 4.29271, 1.45861], [-0.39197, 3.18227, 0.80233], [0.30861, 2.22301, 1.40532], [2.34573, -1.15306, 3.29412], [3.45252, -0.18838, 4.31684], [3.98717, -0.78639, 2.73312], [4.31581, -0.53032, -1.56212], [3.68536, 0.45006, -2.78729], [0.33396, 3.48243, 4.50880], [-0.99101, 5.24976, 3.38753], [-1.45974, 5.03891, 0.93170], [-0.55505, 3.01741, -0.25466], [-3.81733, -0.64777, 2.86565], [-2.37714, -0.58871, 2.44308], [-1.94272, 0.22890, 1.55731], [-2.86238, 1.08488, 0.97669], [-1.42755, -1.52570, 3.02143], [-1.85923, -2.52139, 4.06244], [-0.19729, -1.49439, 2.56682], [0.66038, -2.32397, 3.03601], [-4.39943, 0.04398, 2.26212], [-3.92296, -0.38231, 3.91856], [-4.19964, -1.66077, 2.72867], [-2.43964, 1.21510, 0.07227], [-2.39790, -2.04621, 4.88630], [-0.95582, -2.99456, 4.44498], [-2.48812, -3.30057, 3.62207], [3.37645, -3.72658, 1.26294], [4.24723, -3.66800, -0.41939], [4.82612, -5.44884, -0.77296], [5.76450, -2.55899, -0.13223], [3.06394, -2.95215, -2.15870], [2.87893, -4.68336, 1.43948], [2.62354, -2.94555, 1.37547], [4.11359, -3.58890, 2.06038], [5.47383, -5.84662, 0.01698], [5.36381, -5.50666, -1.72128], [3.94867, -6.09466, -0.85323], [6.41057, -2.97823, 0.64766], [5.43171, -1.57195, 0.20152], [6.36228, -2.42339, -1.03575], [-1.45167, 0.94940, -1.22080], [-1.85096, 1.44798, -2.65517], [-1.47391, 0.14300, -3.98660], [-0.33313, -0.65324, -3.86379], [-0.04091, -1.65976, -4.77387], [-0.89039, -1.87669, -5.85040], [-2.01161, -1.07321, -6.01609], [-2.29973, -0.08090, -5.08890], [-3.73553, 1.77051, -2.79597], [-4.29489, 2.87944, -3.43239], [-5.67050, 3.06240, -3.50303], [-6.52567, 2.12681, -2.93858], [-5.99381, 1.01555, -2.29790], [-4.61854, 0.84891, -2.22857], [-1.08055, 3.06364, -3.31025], [-0.37544, 3.09747, -4.51325], [0.14301, 4.28160, -5.01888], [-0.02495, 5.46832, -4.32042], [-0.70995, 5.45774, -3.11359], [-1.23274, 4.27012, -2.62426], [0.35847, -0.46862, -3.04730], [0.84613, -2.26657, -4.63397], [-0.68095, -2.66751, -6.56166], [-2.66490, -1.22653, -6.86850], [-3.18454, 0.53382, -5.22453], [-3.64302, 3.62221, -3.87937], [-6.07795, 3.94061, -3.99205], [-7.59974, 2.26524, -2.99095], [-6.65434, 0.28357, -1.84695], [-4.20982, -0.01604, -1.71566], [-0.22696, 2.17808, -5.06775], [0.68667, 4.27977, -5.95679], [0.37781, 6.39555, -4.71154], [-0.83096, 6.37790, -2.55284], [-1.77929, 4.28230, -1.68560], [0.19671, 0.56824, 5.20887], [1.32077, 1.22291, 4.68430], [2.26723, 1.77830, 5.50522], [3.39708, 2.51196, 5.11315], [3.92544, 2.68158, 3.80976], [3.64258, 1.99192, 2.67449], [1.35851, 1.33352, 3.28551], [0.43597, -0.13508, 5.89375], [-0.34676, 0.14124, 4.46600], [2.08367, 1.69036, 6.57206], [3.90571, 3.05134, 5.90503], [4.69374, 3.44611, 3.72291], [4.08075, 2.30028, 1.73362], [-0.13198, -1.84411, -0.68040], [-0.70082, -3.01711, -0.15495], [0.07918, -4.15602, 0.03999], [-0.46918, -5.29562, 0.59844], [-1.81056, -5.33164, 0.96034], [-2.59667, -4.20903, 0.74568], [-2.05197, -3.06181, 0.19122], [0.69903, -2.03994, -1.24956], [-0.79674, -1.24947, -1.17201], [1.11789, -4.13082, -0.26268], [0.15379, -6.16872, 0.75210], [-2.23958, -6.22641, 1.39587], [-3.64977, -4.23309, 1.00496], [-2.67013, -2.18710, 0.01493]],
  "lowdin_charge": [1.30, 0.00, -0.45, -0.16, -0.03, -0.94, 0.05, 0.59, -0.27, 0.00, -0.08, -0.06, -0.15, 0.00, 0.05, 0.08, 0.09, 0.00, 0.06, 0.11, 0.10, 0.09, 0.05, -0.01, -0.31, -0.12, -0.09, -0.36, -0.05, -0.22, -0.19, 0.07, 0.08, 0.08, 0.03, 0.07, 0.06, 0.07, -0.23, -0.02, -0.27, -0.26, 0.12, 0.02, 0.00, 0.02, 0.01, 0.01, 0.01, 0.01, 0.00, 0.01, -0.38, 0.41, -0.22, -0.09, -0.08, -0.11, -0.11, -0.10, -0.21, -0.10, -0.11, -0.12, -0.10, -0.09, -0.24, -0.09, -0.10, -0.11, -0.10, -0.12, 0.08, 0.08, 0.09, 0.09, 0.09, 0.09, 0.09, 0.09, 0.09, 0.10, 0.10, 0.09, 0.09, 0.09, 0.10, 0.15, -0.36, -0.09, -0.10, -0.12, 0.00, 0.05, 0.09, 0.06, 0.10, 0.08, 0.09, 0.10, 0.02, -0.30, -0.03, -0.09, -0.13, -0.12, -0.05, 0.00, 0.05, 0.05, 0.10, 0.08, 0.09, 0.11]
}